Record 1
# C33H48BrF9N2O7S2

A cluster of 5 separate species, C33H48BrF9N2O7S2 in total (the ωB97M-V functional and the def2-TZVPD basis, the OMol25 dataset).

Last column: Löwdin charge in e.
Geometry (Å):
O 5.272 -3.836 0.431  0.01
C 4.843 -2.832 -0.223  -0.37
O 5.207 -2.705 -1.599  0.02
C 3.883 -1.807 0.548  -0.07
C 3.500 -0.485 -0.343  -0.13
C 1.875 -0.472 -0.395  -0.10
C 1.165 -1.509 -1.330  0.04
C -0.418 -1.639 -1.443  -0.08
C -1.175 -2.709 -2.355  -0.17
C -0.269 -3.935 -2.866  -0.17
C -0.814 -5.397 -2.401  -0.18
C 0.113 -6.114 -1.306  -0.07
C -0.004 -5.448 0.182  -0.26
F -1.165 -4.597 0.114  0.03
F 1.157 -4.579 0.256  0.03
C -0.055 -6.550 1.334  -0.29
F 1.286 -7.068 1.453  0.05
F -0.853 -7.705 1.002  0.04
S -0.624 -5.985 3.025  1.00
F -0.169 -4.402 2.799  -0.16
F -2.203 -5.737 2.548  -0.16
F -0.998 -7.583 3.405  -0.18
F 0.942 -6.293 3.616  -0.19
F -1.085 -5.575 4.579  -0.16
C -1.300 -0.659 -0.576  -0.06
C -2.884 -0.832 -0.668  -0.13
C -3.735 0.434 -0.187  -0.70
O -3.958 0.531 1.056  -0.05
Br -4.462 1.863 -1.344  0.70
C -0.522 0.361 0.316  -0.18
N -1.116 1.327 1.210  -0.27
S 0.089 2.259 2.004  0.94
N 1.546 1.581 1.368  -0.25
C 1.067 0.550 0.482  -0.24
H 5.938 -3.352 -1.727  0.12
H 4.285 -1.476 1.572  0.14
H 2.908 -2.393 0.767  0.12
H 3.906 0.424 0.216  0.11
H 3.909 -0.538 -1.408  0.11
H 1.857 -2.181 -1.938  0.10
H -1.642 -2.187 -3.279  0.13
H -2.075 -3.147 -1.776  0.10
H 0.832 -3.885 -2.568  0.09
H -0.315 -3.914 -4.025  0.12
H -1.940 -5.388 -2.137  0.12
H -0.745 -6.054 -3.355  0.11
H -0.081 -7.239 -1.312  0.13
H 1.205 -5.980 -1.671  0.13
H -3.226 -1.782 -0.129  0.14
H -3.148 -0.995 -1.787  0.11
C -5.933 5.060 3.392  -0.18
C -4.712 4.296 2.930  -0.17
C -5.155 3.787 1.572  -0.24
O -6.078 4.752 1.048  -0.15
C -6.437 5.663 2.095  -0.21
H -5.718 5.811 4.155  0.11
H -6.676 4.364 3.795  0.12
H -3.867 4.982 2.814  0.11
H -4.412 3.495 3.607  0.12
H -5.681 2.831 1.658  0.11
H -4.320 3.663 0.879  0.07
H -5.949 6.622 1.888  0.11
H -7.519 5.815 2.096  0.12
C 2.625 6.978 4.151  -0.18
C 2.711 6.669 2.674  -0.17
C 2.515 5.166 2.653  -0.21
O 1.673 4.841 3.769  -0.17
C 1.572 5.994 4.618  -0.20
H 2.366 8.015 4.369  0.11
H 3.584 6.756 4.633  0.12
H 1.888 7.160 2.145  0.10
H 3.650 6.982 2.214  0.12
H 3.466 4.639 2.786  0.12
H 2.050 4.817 1.728  0.10
H 0.564 6.407 4.501  0.12
H 1.707 5.696 5.660  0.12
C -1.810 6.972 -0.421  -0.18
C -1.473 7.976 -1.499  -0.18
C -0.294 8.709 -0.890  -0.20
O 0.391 7.769 -0.050  -0.15
C -0.438 6.609 0.112  -0.21
H -2.368 6.107 -0.785  0.12
H -2.400 7.455 0.365  0.12
H -1.159 7.453 -2.408  0.12
H -2.301 8.640 -1.756  0.11
H -0.625 9.542 -0.261  0.12
H 0.394 9.095 -1.646  0.12
H 0.010 5.794 -0.468  0.12
H -0.461 6.316 1.164  0.11
C 3.956 -6.730 -4.827  -0.17
C 3.230 -8.053 -4.930  -0.17
C 2.087 -7.862 -3.953  -0.20
O 1.771 -6.462 -3.953  -0.18
C 2.811 -5.755 -4.644  -0.20
H 4.576 -6.501 -5.696  0.12
H 4.597 -6.726 -3.939  0.12
H 2.838 -8.183 -5.944  0.12
H 3.854 -8.916 -4.692  0.12
H 2.383 -8.139 -2.936  0.12
H 1.201 -8.439 -4.227  0.12
H 2.410 -5.428 -5.609  0.12
H 3.100 -4.871 -4.069  0.11

Its net charge is 0. Its frontier orbital gap is 7.10 eV. The calculation puts the total energy at -6191.18055 hartree. The SMILES is O=C(O)CCc1cc(CCCCC(F)(F)C(F)(F)S(F)(F)(F)(F)F)c(CC(=O)Br)c2nsnc12.C1CCOC1.C1CCOC1.C1CCOC1.C1CCOC1. The value obtained for the LUMO energy is -1.19 eV.


Record 2
# C33H48Cl2OOsP4

A structure of composition C33H48Cl2OOsP4 (the ωB97M-V functional and the def2-TZVPD basis, the OMol25 dataset).

Last column: Löwdin charge in e.
Geometry (Å):
P 1.778 1.674 0.525  1.18
C 3.336 1.988 1.601  -0.28
C 4.664 1.871 1.130  -0.07
H 4.883 1.415 0.176  0.10
C 5.730 2.351 1.894  -0.06
H 6.751 2.259 1.533  0.12
C 5.516 2.937 3.136  -0.05
H 6.357 3.322 3.727  0.12
C 4.210 3.012 3.636  -0.06
H 4.062 3.439 4.620  0.11
C 3.136 2.542 2.881  -0.09
H 2.133 2.621 3.279  0.11
C 2.638 1.012 -0.964  -0.35
C 2.959 -0.356 -0.889  -0.12
H 2.625 -0.952 -0.053  0.09
C 3.776 -0.944 -1.841  -0.05
H 4.060 -1.991 -1.769  0.12
C 4.307 -0.173 -2.891  -0.05
H 5.013 -0.624 -3.606  0.13
C 3.974 1.177 -2.980  -0.03
H 4.400 1.773 -3.786  0.13
C 3.145 1.776 -2.032  -0.06
H 2.955 2.836 -2.121  0.11
C 1.650 3.493 -0.069  -0.27
C 2.654 4.484 0.049  -0.06
H 3.523 4.337 0.674  0.10
C 2.552 5.686 -0.653  -0.06
H 3.334 6.434 -0.566  0.12
C 1.456 5.948 -1.461  -0.05
H 1.385 6.888 -2.023  0.12
C 0.433 4.994 -1.548  -0.06
H -0.429 5.220 -2.166  0.11
C 0.531 3.782 -0.871  -0.10
H -0.257 3.047 -0.980  0.09
Os -1.991 -1.494 1.404  0.99
C -2.561 -1.909 -0.474  -0.30
C -1.706 -1.665 -1.517  -0.34
H -3.481 -2.439 -0.734  0.03
C -0.368 -0.957 -1.157  -0.36
O -0.316 0.229 -1.965  -0.06
H 0.546 0.630 -1.818  0.05
C -0.298 -0.569 0.414  -0.28
H 0.463 -1.655 -1.467  0.13
C 0.394 0.479 1.014  -0.26
Cl -1.234 -0.894 3.656  0.07
P -3.566 0.357 1.331  0.72
P -0.540 -3.299 2.032  0.66
C -4.344 0.661 2.987  -0.23
H -3.562 0.649 3.737  0.00
H -5.064 -0.123 3.215  0.04
H -4.825 1.635 2.963  0.06
C -2.759 1.916 0.807  -0.25
H -2.406 1.753 -0.211  0.03
H -1.881 2.108 1.423  0.03
H -3.435 2.765 0.830  0.06
C -5.014 0.282 0.191  -0.25
H -5.649 -0.543 0.523  -0.02
H -4.689 0.054 -0.820  0.03
H -5.594 1.199 0.178  0.06
C -1.048 -4.385 3.443  -0.22
H -1.761 -5.127 3.110  0.05
H -1.491 -3.825 4.258  0.04
H -0.142 -4.885 3.765  0.05
C -0.324 -4.420 0.605  -0.23
H -0.067 -3.841 -0.286  0.02
H -1.242 -4.966 0.383  0.05
H 0.473 -5.142 0.808  0.06
C 1.134 -2.797 2.514  -0.27
H 1.116 -2.064 3.333  0.02
H 1.653 -2.335 1.666  0.03
H 1.699 -3.684 2.830  0.06
P -2.205 -2.027 -3.225  0.89
C -3.405 -3.398 -3.245  -0.14
C -0.722 -2.473 -4.132  -0.16
H -4.306 -3.078 -2.722  0.06
H -2.963 -4.266 -2.757  0.07
H -3.632 -3.624 -4.285  0.07
H 0.049 -1.720 -3.928  0.07
H -0.961 -2.485 -5.202  0.08
H -0.390 -3.468 -3.814  0.08
C -2.873 -0.525 -3.917  -0.16
H -3.944 -0.450 -3.666  0.08
H -2.724 -0.583 -5.006  0.08
H -2.316 0.333 -3.502  0.07
H 0.330 0.762 2.056  0.00
Cl -5.132 -2.654 1.528  0.52
C -3.440 -2.836 2.156  -0.79
H -3.594 -2.654 3.197  -0.01
H -3.134 -3.830 1.900  -0.04

Its net charge is +2. Its frontier orbital gap (alpha / beta) is 5.46 / 4.94 eV. The calculation puts the total energy at -3737.27836 hartree. The value obtained for the LUMO energy (alpha / beta) is -4.81 / -8.26 eV. Its multiplicity is 5.